Record 1
Density functional theory data (the ωB97M-V functional and the def2-TZVPD basis) for a cluster of 9 separate species, C57H56ClF9NO in total at a distorted geometry.

Element x y z (Å)
1 C 0.11190 3.43726 2.49589
2 C -1.03052 3.88591 1.54796
3 C -0.47007 3.78130 0.13135
4 C -1.34698 5.37280 1.85303
5 C -2.81359 5.70698 2.10460
6 F -3.10696 5.67499 3.41396
7 Cl -3.03880 7.42885 1.54183
8 C -3.79778 4.86162 1.29198
9 C -3.44406 3.36263 1.13855
10 C -4.56336 2.56303 1.83167
11 C -3.47727 2.93395 -0.34584
12 N -2.17751 2.99282 1.81236
13 O -2.33795 2.81174 3.08037
14 H 0.03623 3.89758 3.46296
15 H 0.07534 2.36244 2.61075
16 H 1.04772 3.66466 2.00898
17 H -1.17202 4.15446 -0.60296
18 H 0.42675 4.37939 0.09250
19 H -0.23875 2.74873 -0.09205
20 H -0.79417 5.69696 2.72332
21 H -0.98143 5.97902 1.04309
22 H -3.92602 5.36935 0.35222
23 H -4.75536 4.93315 1.78943
24 H -4.85400 3.00837 2.76942
25 H -5.42481 2.54943 1.17312
26 H -4.24843 1.54211 1.97523
27 H -2.55960 2.43707 -0.63588
28 H -3.55873 3.79750 -0.99170
29 H -4.30602 2.27665 -0.56168
30 F -0.84661 0.89106 -1.91218
31 C 0.20579 0.03891 -1.91977
32 C 0.84451 -0.25234 -0.73114
33 C 1.91549 -1.13415 -0.74435
34 C 2.33723 -1.70160 -1.93873
35 C 1.68353 -1.39132 -3.12319
36 C 0.60592 -0.51893 -3.11595
37 H 0.50396 0.20445 0.18978
38 H 2.41947 -1.37968 0.18039
39 H 3.17374 -2.38797 -1.94470
40 H 2.01004 -1.83079 -4.05622
41 H 0.07858 -0.27578 -4.02694
42 F 0.36486 0.61394 -6.15745
43 C -0.63151 1.30807 -6.74397
44 C -0.59258 1.51057 -8.10841
45 C -1.62279 2.21840 -8.70995
46 C -2.66749 2.71794 -7.94428
47 C -2.68473 2.50613 -6.57266
48 C -1.66248 1.79271 -5.96428
49 H 0.23344 1.11774 -8.68630
50 H -1.60948 2.37985 -9.77939
51 H -3.46724 3.27230 -8.41704
52 H -3.49570 2.89810 -5.97318
53 H -1.66138 1.61310 -4.89646
54 F 2.77695 3.41266 3.62725
55 C 3.09100 2.89231 4.83154
56 C 2.30271 1.88392 5.34816
57 C 2.62855 1.34848 6.58545
58 C 3.72471 1.83069 7.28779
59 C 4.50178 2.84866 6.75126
60 C 4.18753 3.38351 5.51055
61 H 1.44798 1.52849 4.78748
62 H 2.02429 0.55355 7.00164
63 H 3.97312 1.41245 8.25445
64 H 5.35246 3.22893 7.29758
65 H 4.78359 4.17248 5.07101
66 F 1.44688 -4.20972 0.18524
67 C 1.18982 -4.97608 -0.89491
68 C 0.01448 -4.78094 -1.59247
69 C -0.24184 -5.56728 -2.70531
70 C 0.66766 -6.53968 -3.10031
71 C 1.84171 -6.72150 -2.38108
72 C 2.11141 -5.93258 -1.27085
73 H -0.68326 -4.02363 -1.26800
74 H -1.15507 -5.41941 -3.26712
75 H 0.46271 -7.15174 -3.96052
76 H 2.55133 -7.48013 -2.68478
77 H 3.02375 -6.05369 -0.70127
78 F -6.46020 0.22423 2.79025
79 C -6.15903 -0.25843 4.01370
80 C -6.94058 -1.26545 4.54335
81 C -6.62948 -1.76454 5.79953
82 C -5.55353 -1.24860 6.50861
83 C -4.78289 -0.23344 5.95860
84 C -5.08074 0.26642 4.69953
85 H -7.77886 -1.64904 3.97683
86 H -7.22902 -2.55799 6.22523
87 H -5.31624 -1.63832 7.48973
88 H -3.94610 0.17273 6.51075
89 H -4.48546 1.05266 4.25306
90 F -2.87806 -3.55376 -1.56823
91 C -3.26498 -2.95948 -2.71533
92 C -3.08477 -1.60034 -2.84436
93 C -3.46085 -0.97914 -4.02456
94 C -4.02484 -1.72282 -5.05260
95 C -4.20228 -3.09211 -4.90073
96 C -3.81396 -3.72216 -3.72612
97 H -2.64802 -1.03878 -2.02832
98 H -3.31281 0.08548 -4.14205
99 H -4.32132 -1.23586 -5.97249
100 H -4.64203 -3.67342 -5.69995
101 H -3.93463 -4.78937 -3.59174
102 F -0.02039 -6.88882 -6.07019
103 C 0.90196 -6.99804 -7.04880
104 C 0.59575 -7.72119 -8.18335
105 C 1.54848 -7.82648 -9.18585
106 C 2.78787 -7.21877 -9.03756
107 C 3.07498 -6.49956 -7.88557
108 C 2.12527 -6.38177 -6.88135
109 H -0.37384 -8.19248 -8.27530
110 H 1.32238 -8.38451 -10.08443
111 H 3.52943 -7.30615 -9.82045
112 H 4.04142 -6.02839 -7.76701
113 H 2.32478 -5.81994 -5.97785
114 F 7.19553 4.49701 7.96378
115 C 8.24167 3.70451 8.27818
116 C 9.39082 3.77915 7.51810
117 C 10.46384 2.96438 7.84698
118 C 10.37124 2.08645 8.91842
119 C 9.20402 2.02548 9.66665
120 C 8.12889 2.84274 9.34991
121 H 9.43935 4.46544 6.68308
122 H 11.37406 3.01515 7.26494
123 H 11.20934 1.45016 9.16957
124 H 9.12882 1.33960 10.49964
125 H 7.21249 2.81639 9.92492

Spin multiplicity ... 2
E_HOMO (spin up / spin down) ... -8.697 / -9.020 eV
Charge ... 0
Gap between HOMO and LUMO (spin up / spin down) ... 9.30 / 9.20 eV


Record 2
Density functional theory data (the ωB97M-V functional and the def2-TZVPD basis) for a cluster of 5 separate species, C6H20O6 in total at a distorted geometry.

Element x y z (Å)
1 O -1.45332 -0.09912 -2.11748
2 C -0.86878 -0.68101 -1.22452
3 O -1.56061 -1.54630 -0.52076
4 C 0.60129 -0.18127 -1.05011
5 C 0.76237 0.37150 0.33042
6 C 1.04714 -0.70611 1.40592
7 C 2.29198 -1.60626 1.33310
8 C 3.56466 -0.83560 1.61150
9 H -1.10459 -1.78152 0.31175
10 H 1.32894 -0.95676 -1.32338
11 H 0.73505 0.53411 -1.86146
12 H -0.23355 0.76342 0.52442
13 H 1.52679 1.19021 0.34211
14 H 0.21908 -1.41296 1.32960
15 H 1.12556 -0.06301 2.29246
16 H 2.15517 -2.35977 2.10184
17 H 2.36143 -2.24203 0.43437
18 H 4.36473 -1.20468 0.95050
19 H 3.81599 -0.96535 2.65733
20 H 3.45552 0.22590 1.32740
21 H 2.88458 1.01950 -3.06423
22 H 2.43217 2.36749 -2.55560
23 O 2.12080 1.45736 -2.64337
24 H -2.40420 -0.31890 2.02802
25 H -2.24447 -0.04539 3.42537
26 O -1.90730 -0.68412 2.77875
27 H 0.42133 3.17990 -0.05124
28 H -0.68012 2.51697 -0.82718
29 O -0.52790 3.01774 -0.01733
30 H -3.34704 1.11684 0.21694
31 H -3.51274 -0.21685 -0.87422
32 O -3.81801 0.42315 -0.23394

Spin multiplicity ... 2
E_HOMO (spin up / spin down) ... -14.680 / -14.665 eV
Charge ... +1
Relative energy (zero: lowest compared OMol25 entry of this formula, charge and spin) ... 49.87 kJ/mol
Gap between HOMO and LUMO (spin up / spin down) ... 10.40 / 5.31 eV


Record 3
Density functional theory data (the ωB97M-V functional and the def2-TZVPD basis) for a cluster of 2 separate species, C7H10N4O in total.

Element x y z (Å)
1 C -1.26211 -2.30526 -0.60173
2 C -0.66388 -0.96427 -0.30162
3 C -1.33531 -0.03310 0.62541
4 C 2.74512 -0.65828 1.06047
5 C 1.45598 2.41608 1.04519
6 C 0.87117 2.57645 -0.25744
7 C 0.35228 2.80571 -1.32179
8 H -2.84774 -1.34731 -1.45089
9 H -2.93765 -3.11672 -1.41225
10 H 0.42266 -0.97778 -0.32833
11 H -0.71742 0.59819 1.24363
12 H -2.28746 -0.31722 1.06232
13 H -0.73164 0.94028 -1.11260
14 H 2.87185 -1.55999 0.43474
15 H 3.15399 -0.64842 2.08483
16 H 1.36956 3.25657 1.73300
17 H -0.09921 2.98177 -2.28614
18 N -2.53461 -2.24791 -1.09684
19 N -1.36834 0.20822 -0.80742
20 N 2.13047 0.34280 0.57206
21 N 2.06519 1.39353 1.50276
22 O -0.65290 -3.34335 -0.38735

Structure (SMILES) ... NC(=O)[C@@H]1CN1.C#C/C=N\N=C
E_HOMO ... -9.358 eV
Charge ... 0
Relative energy (zero: lowest compared OMol25 entry of this formula, charge and spin) ... 461.17 kJ/mol
Gap between HOMO and LUMO ... 9.02 eV


Record 4
Density functional theory data (the ωB97M-V functional and the def2-TZVPD basis) for a structure of composition C10H23BeN2O8 at a distorted geometry.

Element x y z (Å)
1 Be -16.97710 15.45748 -12.16288
2 C -16.22726 17.02204 -10.26271
3 O -17.42000 17.23429 -10.71476
4 O -15.44238 16.31327 -11.04669
5 O -15.82451 17.58656 -9.20452
6 O -19.46084 13.09944 -9.63973
7 C -18.64498 13.77610 -10.50463
8 O -19.19546 14.45186 -11.41221
9 O -17.40880 13.78984 -10.32272
10 H -18.82288 12.78314 -8.98523
11 C -18.27664 12.53653 -15.01077
12 C -17.49628 13.21443 -13.92391
13 C -15.98746 13.13137 -14.02872
14 O -15.49904 13.71103 -12.85017
15 C -14.31437 13.16841 -12.26452
16 N -17.79873 14.66293 -13.89328
17 H -19.35630 12.68557 -14.91145
18 H -18.11051 11.45800 -15.00376
19 H -18.13286 12.97837 -16.00367
20 H -17.86872 12.75124 -13.00886
21 H -15.52666 13.66833 -14.86419
22 H -15.67128 12.08461 -14.03726
23 H -13.68602 14.04941 -12.13794
24 H -13.85029 12.45640 -12.94922
25 H -14.55255 12.70483 -11.30876
26 H -18.81788 14.70963 -13.91087
27 H -17.65006 15.06865 -14.81513
28 C -16.21165 18.76351 -15.36114
29 C -16.71443 17.88739 -14.21050
30 C -18.18043 17.46552 -14.33039
31 O -18.75952 16.99238 -13.15172
32 C -20.13226 16.80020 -13.14274
33 N -15.78141 16.73819 -14.04046
34 H -16.85752 18.49779 -16.20689
35 H -15.13851 18.72185 -15.53229
36 H -16.39408 19.83527 -15.24250
37 H -16.80368 18.52480 -13.32498
38 H -18.28225 16.81757 -15.21863
39 H -18.79082 18.34931 -14.56875
40 H -20.72990 17.70924 -13.28934
41 H -20.39117 16.36447 -12.17981
42 H -20.50121 16.10286 -13.91149
43 H -14.86197 17.09524 -14.28500
44 H -15.93377 16.22450 -14.91448

E_HOMO ... -2.662 eV
Charge ... -1
Relative energy (zero: lowest compared OMol25 entry of this formula, charge and spin) ... 0.00 kJ/mol
Gap between HOMO and LUMO ... 4.81 eV


Record 5
Density functional theory data (the ωB97M-V functional and the def2-TZVPD basis) for a structure of composition C19H28N2O8S2Ti.

Element x y z (Å)
1 Ti -0.67862 0.45438 1.14090
2 C 2.26161 -0.58174 2.92466
3 O 0.88392 -0.81967 2.66547
4 C 0.34121 -1.92603 3.35203
5 C -1.02003 -2.13962 2.74089
6 O -1.66646 -0.86706 2.51388
7 C -2.12553 -0.12085 3.66206
8 C -1.13435 0.95293 4.10036
9 O -0.48416 1.51484 2.95033
10 C -0.12996 2.90908 3.10197
11 H 2.84745 -1.47932 2.71484
12 H 2.58199 0.21912 2.26375
13 H 2.40738 -0.28558 3.96699
14 H 0.94626 -2.82601 3.19863
15 H 0.30295 -1.72338 4.42967
16 H -0.92002 -2.57027 1.74676
17 H -1.67125 -2.76201 3.35528
18 H -3.05729 0.33853 3.34470
19 H -2.32885 -0.81425 4.47859
20 H -1.69711 1.74579 4.59608
21 H -0.37146 0.57821 4.78470
22 H -1.03249 3.51619 3.04748
23 H 0.37207 3.03431 4.06005
24 H 0.53956 3.15956 2.28618
25 C -0.11519 0.92006 -6.57053
26 C 0.18509 1.04690 -5.10496
27 C 0.96162 2.10269 -4.63135
28 C 1.22924 2.24166 -3.28196
29 C 0.70060 1.31005 -2.39120
30 C -0.07893 0.24974 -2.83636
31 C -0.32224 0.12517 -4.19213
32 S 1.04415 1.55234 -0.69866
33 O -0.15647 2.12337 0.00666
34 O 2.22830 2.34760 -0.59949
35 N 1.05659 0.16062 0.08146
36 C 1.73419 -0.98558 -0.41594
37 C 2.90782 -0.88722 -1.15789
38 C 3.48110 -2.06214 -1.60968
39 C 2.89032 -3.27575 -1.28694
40 C 1.74280 -3.25844 -0.51488
41 N 1.16105 -2.13617 -0.08294
42 H 0.73753 1.21894 -7.17917
43 H -0.95209 1.56782 -6.83996
44 H -0.38726 -0.10039 -6.83548
45 H 1.36725 2.82184 -5.33195
46 H 1.84780 3.05116 -2.92205
47 H -0.49018 -0.46932 -2.14270
48 H -0.91941 -0.70496 -4.54851
49 H 3.35639 0.07372 -1.36895
50 H 4.38658 -2.02928 -2.20127
51 H 3.30624 -4.21677 -1.61761
52 H 1.25655 -4.18565 -0.23301
53 C -4.46908 -0.20121 -0.03490
54 S -2.96963 0.67195 -0.24706
55 O -2.63408 1.32394 1.06750
56 O -3.08962 1.53612 -1.36805
57 O -1.86493 -0.35714 -0.33490
58 H -5.21034 0.51133 0.32328
59 H -4.32491 -1.00509 0.68267
60 H -4.76371 -0.58906 -1.00737

Spin multiplicity ... 2
E_HOMO (spin up / spin down) ... -11.527 / -11.585 eV
Charge ... +1
Relative energy (zero: lowest compared OMol25 entry of this formula, charge and spin) ... 24.92 kJ/mol
Gap between HOMO and LUMO (spin up / spin down) ... 8.95 / 9.44 eV


Record 6
Density functional theory data (the ωB97M-V functional and the def2-TZVPD basis) for a cluster of 2 separate species, C5H12N2O in total.

Element x y z (Å)
1 C 1.26251 0.22150 -1.18929
2 C 1.00620 1.42844 0.84727
3 O 2.49834 -0.30541 -0.81443
4 N 0.44823 0.60913 -0.00326
5 H 2.33862 -1.14859 -0.37076
6 H 1.46614 1.13049 -1.75746
7 H 0.66588 -0.46700 -1.78066
8 H 2.07890 1.54423 0.81051
9 H 0.47656 1.75510 1.72484
10 C 0.05841 -1.62934 0.61720
11 C -0.99424 0.34945 0.00207
12 N -1.50532 -0.17444 -1.21404
13 C -1.79465 0.99559 0.87927
14 H -1.58959 -1.18044 -1.19910
15 H -2.38688 0.25631 -1.45746
16 H -0.92466 -2.01128 0.87464
17 H 0.62315 -1.41488 1.51947
18 H 0.57017 -2.31286 -0.06405
19 H -1.43951 1.53119 1.74301
20 H -2.85826 0.82280 0.83223

E_HOMO (spin up / spin down) ... -7.365 / -6.474 eV
Charge ... 0
Relative energy (zero: lowest compared OMol25 entry of this formula, charge and spin) ... 590.48 kJ/mol
Gap between HOMO and LUMO (spin up / spin down) ... 7.84 / 6.77 eV


Record 7
Density functional theory data (the ωB97M-V functional and the def2-TZVPD basis) for a structure of composition C11H16Cl2Zr.

Element x y z (Å)
1 Zr 1.38070 -0.70528 -0.81987
2 C -1.35803 2.79643 1.44642
3 C -1.28164 2.05698 0.07841
4 C -2.61445 2.03005 -0.68479
5 C -0.67709 0.72990 0.24653
6 C 0.36865 0.48930 1.21806
7 C 0.77668 -0.80431 1.57215
8 C 0.23644 -1.96793 0.94218
9 C 0.58955 -3.35018 1.39348
10 C -0.73440 -1.73257 -0.08680
11 C -1.15897 -0.43987 -0.43635
12 H -1.89067 3.72981 1.26808
13 H -0.38758 3.07201 1.85995
14 H -1.92765 2.22184 2.17913
15 H -0.56027 2.64708 -0.53486
16 H -3.37996 1.47585 -0.13529
17 H -2.53461 1.63917 -1.70188
18 H -2.96457 3.05555 -0.77777
19 H 0.74154 1.32416 1.80294
20 H 1.44602 -0.92934 2.42118
21 H 1.45887 -3.77672 0.86995
22 H -0.24408 -4.03249 1.21644
23 H 0.84679 -3.34339 2.45538
24 H -1.24341 -2.58657 -0.52936
25 H -1.98297 -0.33826 -1.13486
26 Cl 1.74353 -0.67893 -3.26622
27 C 3.56006 -0.64481 -2.96472
28 Cl 3.83456 -0.67799 -1.14336
29 H 3.96212 0.28779 -3.35954
30 H 3.99483 -1.54728 -3.39461

E_HOMO ... -24.790 eV
Charge ... +4
Gap between HOMO and LUMO ... 5.43 eV


Record 8
Density functional theory data (the ωB97M-V functional and the def2-TZVPD basis) for a structure of composition C22H27Cl2MnN5O8S2.

Element x y z (Å)
1 Mn 0.77426 0.37172 -0.36668
2 N 0.71321 -3.89953 1.23639
3 C 0.67984 -2.52179 1.02480
4 S -0.36119 -1.96850 -0.24339
5 N 1.40399 -1.83730 1.85870
6 N 1.28499 -0.47509 1.69128
7 C 1.82304 0.23325 2.60802
8 C 1.80124 1.68617 2.65884
9 C 2.52206 2.30526 3.68461
10 C 2.58676 3.67807 3.81967
11 C 1.91392 4.46607 2.88164
12 C 1.18466 3.88965 1.86595
13 C 1.07891 2.48401 1.72332
14 O 0.33735 1.98263 0.78780
15 H 0.47176 -4.42135 0.41149
16 H 1.56547 -4.19931 1.68845
17 H 2.33725 -0.28693 3.42131
18 H 3.05177 1.66823 4.38753
19 H 3.16099 4.13034 4.61892
20 H 1.97672 5.54776 2.94015
21 H 0.70504 4.50141 1.11182
22 C 5.56763 -3.00954 -4.54594
23 C 4.42161 -3.63345 -3.79866
24 C 4.51627 -4.92615 -3.29639
25 C 3.45555 -5.47568 -2.60181
26 Cl 3.59426 -7.11609 -1.99748
27 C 2.29157 -4.76454 -2.37785
28 C 2.18582 -3.47401 -2.87115
29 C 3.23909 -2.92187 -3.58873
30 O 3.10742 -1.68416 -4.16183
31 C 3.41036 -0.57022 -3.30469
32 C 2.38128 -0.36380 -2.19210
33 O 1.21449 -0.04912 -2.53035
34 O 2.74161 -0.51029 -0.99681
35 H 6.20931 -3.77643 -4.98165
36 H 6.18016 -2.39732 -3.87988
37 H 5.19964 -2.35703 -5.33633
38 H 5.41671 -5.50699 -3.45416
39 H 1.47976 -5.21250 -1.82543
40 H 1.29516 -2.88350 -2.68508
41 H 3.38720 0.29790 -3.95967
42 H 4.40248 -0.69248 -2.86414
43 C -2.96276 0.82550 -4.18182
44 C -1.86154 0.90346 -3.13581
45 N -2.11140 1.95733 -2.15247
46 C -2.84886 1.74142 -1.04253
47 S -3.76985 0.35695 -0.76578
48 N -2.84318 2.73278 -0.11848
49 C -1.96437 3.89475 -0.12475
50 C -2.50797 5.03971 -0.97125
51 H -2.72929 0.04395 -4.90833
52 H -3.05606 1.77554 -4.71331
53 H -3.91649 0.58925 -3.71043
54 H -0.90297 1.13796 -3.59438
55 H -1.74987 -0.05585 -2.62735
56 H -1.33362 2.60158 -2.05446
57 H -3.24969 2.44745 0.75482
58 H -0.96273 3.61102 -0.44842
59 H -1.84852 4.20744 0.91375
60 H -2.61438 4.72926 -2.01129
61 H -1.82062 5.88704 -0.94122
62 H -3.48681 5.36254 -0.60926
63 O 1.64145 4.90670 -1.69919
64 Cl 1.85951 3.57824 -2.22254
65 O 2.81608 2.86729 -1.41202
66 O 2.33011 3.65945 -3.58479
67 O 0.60062 2.84760 -2.19525

Spin multiplicity ... 6
E_HOMO (spin up / spin down) ... -2.032 / -2.227 eV
Charge ... -2
Gap between HOMO and LUMO (spin up / spin down) ... 5.94 / 6.13 eV


| no. | E_tot (hartree) |
| --- | --- |
| 1 | -3694.5029 |
| 2 | -691.6461 |
| 3 | -566.8515 |
| 4 | -1121.0599 |
| 5 | -3097.9677 |
| 6 | -382.2776 |
| 7 | -1394.2479 |
| 8 | -4597.9764 |